Record 1
{
  "formula": "C4H8OS",
  "method": "ωB97M-V/def2-TZVPD",
  "relative_energy_ev": 1.256,
  "lumo_energy_ha": 0.035,
  "gap_ev": 9.18,
  "energy_ha": -630.5888,
  "max_force_ev_per_a": 1.7,
  "smiles": "CO/C=C/SC",
  "species": ["C", "O", "C", "C", "S", "C", "H", "H", "H", "H", "H", "H", "H", "H"],
  "positions_angstrom": [[2.48175, 0.25378, -0.38259], [1.93349, -0.77907, 0.43454], [0.62138, -1.08449, 0.35173], [-0.26203, -0.41201, -0.39767], [-1.92255, -0.93177, -0.44043], [-2.67148, 0.48974, 0.42437], [2.11834, 1.24450, -0.10200], [2.26096, 0.09526, -1.44063], [3.55672, 0.18892, -0.25966], [0.30034, -1.92690, 0.92973], [-0.01759, 0.50247, -0.89229], [-3.77289, 0.39561, 0.46353], [-2.38066, 1.40725, -0.10798], [-2.24577, 0.55671, 1.41937]],
  "forces_ev_per_a": [[-0.293, -0.268, -0.094], [0.279, -0.388, 0.252], [0.013, 1.346, -1.054], [0.097, -0.387, 0.790], [-0.708, -0.014, -0.006], [0.073, 0.209, -0.324], [-0.014, -0.048, 0.154], [-0.179, -0.132, 0.010], [0.053, 0.085, 0.180], [0.277, -0.391, 0.307], [0.233, 0.333, -0.448], [0.651, -0.030, -0.083], [-0.329, -0.231, 0.074], [-0.152, -0.085, 0.241]]
}

***

Record 2
{
  "formula": "C4H8OS",
  "method": "ωB97M-V/def2-TZVPD",
  "relative_energy_ev": 3.902,
  "lumo_energy_ha": 0.021,
  "gap_ev": 9.58,
  "energy_ha": -630.4915,
  "max_force_ev_per_a": 8.6,
  "smiles": "SCC1COC1",
  "species": ["S", "C", "C", "C", "O", "C", "H", "H", "H", "H", "H", "H", "H", "H"],
  "positions_angstrom": [[-2.48609, -0.50723, -0.11188], [-1.31160, 0.53559, 0.39640], [-0.00864, -0.03054, -0.26183], [1.39564, 0.68864, -0.11442], [2.03074, -0.63649, -0.18083], [0.76603, -1.25724, 0.20577], [-2.38767, 0.19765, -1.42084], [-1.21138, 1.72144, 0.27709], [-1.12977, 0.45889, 1.59414], [-0.32099, 0.05243, -1.27472], [1.64615, 1.17413, 0.78732], [1.67121, 1.10386, -1.14811], [0.47134, -2.32745, -0.19678], [0.87502, -1.17368, 1.44869]],
  "forces_ev_per_a": [[-3.694, 0.117, -3.656], [6.365, 3.161, 4.918], [0.529, 2.384, 1.737], [-0.478, -2.113, -4.156], [-0.729, -0.604, 0.068], [0.101, -0.604, 2.390], [-0.791, -1.862, 1.894], [-1.238, -2.470, -0.250], [-0.695, -0.073, -2.544], [0.570, -0.774, -1.265], [0.205, 0.965, 0.852], [-0.159, 0.628, 2.084], [1.056, 2.157, 0.866], [-1.042, -0.912, -2.937]]
}

***

Record 3
{
  "formula": "C4H8OS",
  "method": "ωB97M-V/def2-TZVPD",
  "relative_energy_ev": 1.775,
  "lumo_energy_ha": 0.026,
  "gap_ev": 9.88,
  "energy_ha": -630.5697,
  "max_force_ev_per_a": 1.8,
  "species": ["C", "C", "C", "C", "O", "S", "H", "H", "H", "H", "H", "H", "H", "H"],
  "positions_angstrom": [[0.60316, -0.51441, -0.94019], [-0.42724, 0.23986, -0.17102], [-1.43468, -0.59257, 0.56387], [-0.39668, 1.56308, -0.11429], [2.58307, 0.74383, 0.38351], [2.19972, -0.61857, 0.03626], [0.87443, -0.01178, -1.86561], [0.32074, -1.54517, -1.13974], [-2.14212, 0.03893, 1.09344], [-0.94491, -1.24536, 1.28589], [-1.98198, -1.22240, -0.13678], [0.35198, 2.13135, -0.63932], [-1.10244, 2.12678, 0.47028], [1.49697, -1.09358, 1.17369]],
  "forces_ev_per_a": [[0.547, 0.050, 0.445], [-0.107, -0.105, 0.002], [0.017, 0.163, -0.045], [0.084, 0.071, -0.088], [0.567, 1.188, 0.122], [-1.361, -1.089, 0.296], [0.140, -0.048, -0.055], [-0.048, -0.129, -0.107], [-0.070, -0.003, 0.077], [0.003, -0.117, 0.078], [-0.079, -0.095, -0.001], [0.148, 0.060, -0.127], [-0.209, 0.041, 0.168], [0.370, 0.014, -0.765]]
}

***

Record 4
{
  "formula": "C4H8OS",
  "method": "ωB97M-V/def2-TZVPD",
  "relative_energy_ev": 3.240,
  "lumo_energy_ha": 0.031,
  "gap_ev": 9.10,
  "energy_ha": -630.5159,
  "max_force_ev_per_a": 6.3,
  "species": ["C", "C", "C", "C", "O", "S", "H", "H", "H", "H", "H", "H", "H", "H"],
  "positions_angstrom": [[2.22027, 0.06556, 0.48669], [-1.00936, 1.22225, -0.09852], [1.28056, 0.92779, -0.34962], [-2.50301, -1.17774, -0.07614], [-0.00563, 0.35920, -0.06600], [-2.53848, 0.66465, -0.16645], [2.42176, -0.93286, 0.32801], [1.85438, 0.17898, 1.53471], [1.43630, 2.00503, -0.19162], [1.46072, 0.66015, -1.46936], [3.17102, 0.53459, 0.48973], [-3.64038, -1.51566, -0.25325], [-2.10296, -1.47789, 0.78609], [-2.04519, -1.51406, -0.95430]],
  "forces_ev_per_a": [[-0.602, 3.158, 2.056], [1.549, 0.909, -0.311], [1.370, -2.685, -2.129], [-5.088, 1.572, -3.347], [-1.370, 0.909, -0.164], [-0.992, -1.002, 0.400], [-0.397, -2.205, -1.059], [0.300, -0.261, -0.539], [-0.738, -0.474, 0.210], [-0.282, 0.888, 1.708], [1.156, 0.580, -0.007], [2.455, 0.709, 0.925], [1.453, -1.422, 3.262], [1.186, -0.674, -1.005]]
}

***

Record 5
{
  "formula": "C4H8OS2",
  "method": "ωB97M-V/def2-TZVPD",
  "relative_energy_ev": 7.587,
  "lumo_energy_ha": -0.150,
  "gap_ev": 4.78,
  "energy_ha": -1028.5442,
  "max_force_ev_per_a": 5.3,
  "species": ["C", "C", "O", "C", "S", "S", "C", "H", "H", "H", "H", "H", "H", "H", "H"],
  "positions_angstrom": [[1.58502, -1.30884, 0.88444], [3.03665, -1.03087, 0.77957], [3.83730, -1.35417, -0.05336], [0.49360, -0.83268, 1.93326], [0.08596, 0.87598, 1.33605], [-1.39439, 1.31805, -1.68550], [-3.10790, 1.72852, -2.51908], [1.20546, -2.11418, 0.28713], [1.20400, -0.58617, -0.04087], [3.35641, -0.57820, 1.75214], [-0.26904, -1.63450, 1.91069], [0.85045, -0.75861, 2.95652], [-3.60394, 2.24069, -1.63460], [-3.18256, 2.65401, -3.08299], [-4.09701, 1.38098, -2.82339]],
  "forces_ev_per_a": [[-2.766, 2.194, -4.009], [0.210, -0.585, 2.782], [-0.565, 0.104, -0.445], [1.663, 0.009, -1.736], [-1.515, -0.213, 0.459], [-1.619, -0.325, -1.302], [-0.792, 2.556, 3.272], [0.400, -1.561, 0.303], [1.243, -1.247, 1.733], [0.477, 0.484, -0.437], [-0.127, 0.967, 0.041], [0.046, 0.243, 0.206], [0.772, -0.260, 0.041], [1.723, 0.372, -0.496], [0.850, -2.738, -0.411]]
}

***

Record 6
{
  "formula": "C4H8OS2",
  "method": "ωB97M-V/def2-TZVPD",
  "relative_energy_ev": 3.517,
  "lumo_energy_ha": 0.019,
  "gap_ev": 9.26,
  "energy_ha": -1028.6938,
  "max_force_ev_per_a": 6.8,
  "species": ["C", "C", "C", "C", "H", "H", "H", "H", "H", "H", "H", "H", "O", "S", "S"],
  "positions_angstrom": [[0.54262, 0.05038, -0.85500], [0.25117, -1.32259, -0.53567], [0.36095, -0.81922, 0.97668], [0.20842, 0.70273, 0.50989], [0.01824, 2.34153, -1.77347], [1.65892, 0.17180, -0.96590], [-0.66702, -1.68000, -0.82135], [1.22684, -1.81399, -0.90345], [1.50058, -0.90972, 1.40667], [-1.87746, -0.66959, 1.55689], [0.88734, 1.32118, 1.08193], [-1.45690, 1.85102, -0.04768], [-1.24988, 1.02695, 0.40275], [-0.58310, 1.16907, -2.04977], [-0.82074, -1.41955, 2.01747]],
  "forces_ev_per_a": [[1.106, 6.588, -1.409], [4.347, -0.325, 1.135], [2.893, 0.899, -1.057], [-2.516, -2.549, -0.771], [0.168, -0.249, -0.015], [-1.230, 0.259, -0.819], [-1.936, -1.278, -0.490], [-2.253, -0.638, 0.582], [-2.995, -0.092, -0.950], [0.772, -0.386, 0.141], [-0.374, 0.890, -0.343], [0.621, -0.054, -0.012], [1.814, -0.748, 3.002], [1.830, -1.384, -1.339], [-2.246, -0.933, 2.346]]
}